# C20H21N3O3

C20H21N3O3 in the gas phase in a non-equilibrium geometry (ωB97M-V/def2-TZVPD, the Open Molecules 2025 dataset).

Last column: natural (NBO) charge in e.
Geometry (Å):
C 0.993862 -1.836694 0.017782  -0.131
C 0.240039 -1.425010 1.265144  0.678
C 2.518427 -2.090934 0.223265  -0.423
C 3.374575 -0.772229 0.248242  -0.012
C 3.560407 0.022115 1.367821  -0.189
C 4.050526 -0.412906 -0.958052  -0.226
C 4.306274 1.153874 1.283222  -0.227
C 4.810412 0.756638 -1.007564  -0.233
C 4.861136 1.563489 0.121895  -0.191
C -2.116854 -2.301172 0.393612  -0.149
C -2.187002 -3.656039 -0.271379  0.782
C -2.383594 -1.196045 -0.707192  -0.462
C -2.877460 0.166334 -0.249057  -0.112
C -3.692931 0.394792 0.861317  -0.010
C -2.310369 1.503758 -0.354650  -0.073
C -2.970224 2.435114 0.456748  0.105
C -1.329962 2.075848 -1.355461  -0.200
C -2.662463 3.809849 0.570602  -0.213
C -1.344932 3.466153 -1.406395  -0.226
C -1.841128 4.299672 -0.420782  -0.228
H 1.522876 -0.611348 -1.598084  0.385
H 0.310716 0.185095 -0.541429  0.412
H 0.526140 -2.716063 -0.363229  0.183
H 2.588470 -2.696019 1.205589  0.226
H 2.850043 -2.778828 -0.581268  0.220
H 3.218882 -0.312006 2.346165  0.230
H 3.756603 -0.891806 -1.911006  0.204
H 4.408505 1.849468 2.143695  0.216
H 5.322093 1.204950 -1.884000  0.220
H 5.580904 2.607273 0.127076  0.207
H -1.472305 -1.333199 2.207721  0.417
H -3.047641 -2.388353 1.038597  0.232
H -2.960951 -1.671628 -1.622469  0.229
H -1.371114 -1.072491 -1.145160  0.275
H -4.294228 -0.337082 1.468575  0.197
H -4.589836 1.986431 1.869843  0.418
H -0.634613 1.479439 -2.013037  0.225
H -3.090725 4.439810 1.270189  0.213
H -0.648867 3.999741 -2.104036  0.202
H -1.368276 5.226617 -0.512261  0.215
H -1.673175 -4.607570 -1.801654  0.502
N 0.714928 -0.735820 -0.889962  -0.887
N -1.104852 -1.683240 1.304532  -0.624
N -3.749089 1.677554 1.301230  -0.528
O 0.655249 -0.516471 1.928808  -0.604
O -2.690892 -4.618820 0.252954  -0.560
O -1.757605 -3.642252 -1.576498  -0.686

Atomic forces in eV per Å
C 0.4 0.9 0.5
C -1.1 1.0 -2.4
C -0.1 0.0 1.5
C 0.3 -1.5 -1.4
C -0.3 -1.7 0.6
C -1.2 0.5 0.0
C 0.0 2.1 1.9
C 0.1 1.0 -0.3
C 3.3 2.9 -1.1
C -2.2 2.9 0.7
C 0.7 -0.6 -0.1
C 0.0 -0.9 -2.3
C -0.1 0.8 3.3
C -1.2 -2.7 0.3
C 2.4 0.8 -4.4
C 0.6 0.2 1.1
C -1.9 -0.2 1.2
C 0.7 -1.2 -2.3
C 2.9 -1.2 -1.2
C -0.9 -1.2 0.4
H -2.0 0.1 1.8
H 1.4 -1.9 -0.2
H -0.2 -1.0 -0.5
H 0.3 1.0 -1.4
H 0.0 0.6 0.4
H -0.3 0.2 -0.4
H 0.6 -0.2 0.7
H -0.1 -0.9 -0.4
H -0.6 -1.0 0.3
H -2.3 -3.1 -0.2
H 0.0 -0.3 -1.2
H 1.2 0.3 -0.5
H 0.6 1.2 2.0
H -0.7 0.1 0.1
H 0.7 0.7 -1.0
H 1.9 -0.3 -1.1
H -1.3 0.6 0.7
H -0.7 0.9 1.5
H -0.6 -0.8 0.4
H -0.3 1.9 0.6
H -0.3 1.1 0.0
N 1.1 1.5 -2.3
N -0.7 -1.9 1.4
N -2.1 0.4 0.7
O 1.0 0.3 2.1
O 0.6 0.4 -0.5
O 0.3 -1.7 1.0

The energy above the lowest of the compared OMol25 structures with the same formula, charge and spin is 134.1 kcal/mol. Its total energy is -1164.61734 hartree. Its SMILES is N[C@@H](Cc1ccccc1)C(=O)N[C@@H](Cc1c[nH]c2ccccc12)C(=O)O. Its highest occupied orbital energy is -7.897 eV. The lowest unoccupied orbital energy comes out at 0.53 eV. The gap between HOMO and LUMO is 8.42 eV. As for the maximum force: 5.1 eV/A.

---

# C20H21N3O5S

C20H21N3O5S in the gas phase (ωB97M-V/def2-TZVPD, the Open Molecules 2025 dataset).

Last column: natural (NBO) charge in e.
Geometry (Å):
C 2.652248 -1.325625 0.084340  -0.611
H 2.987900 -2.358229 0.012035  0.198
H 2.204988 -1.036851 -0.864102  0.210
H 3.524602 -0.699087 0.253273  0.214
C 1.663236 -1.156710 1.233830  -0.231
C 2.288899 -1.608511 2.550281  -0.603
H 1.600237 -1.452008 3.376470  0.212
H 3.195545 -1.042966 2.748328  0.214
H 2.546034 -2.665342 2.509682  0.199
H 1.398444 -0.097679 1.315566  0.223
C 0.362357 -1.938466 0.994810  -0.216
N -0.356541 -1.466179 -0.179070  -0.405
C -0.357494 -2.144886 -1.375298  0.209
C 0.416067 -3.292604 -1.600183  -0.255
C 0.343954 -3.974631 -2.793716  -0.161
C -0.497604 -3.547502 -3.817074  -0.242
C -1.252056 -2.416163 -3.632089  -0.149
C -1.186078 -1.701996 -2.429318  -0.118
C -1.935446 -0.486817 -2.265028  0.466
C -1.758599 0.255776 -1.117403  -0.387
C -1.066498 -0.295652 0.022101  0.682
O -1.111735 0.199262 1.148044  -0.698
C -2.430124 1.569068 -1.017816  0.694
O -3.466547 1.797829 -1.638001  -0.633
N -1.856128 2.521093 -0.240454  -0.652
C -0.539193 2.582950 0.193377  0.296
C 0.524624 2.185212 -0.619503  -0.268
C 1.826117 2.298249 -0.167452  -0.179
C 2.101269 2.825442 1.085945  -0.240
C 1.054138 3.242958 1.890082  -0.158
C -0.243985 3.122139 1.442337  -0.399
S -1.596395 3.566715 2.526060  2.315
O -1.097218 4.267691 3.669667  -0.935
O -2.612307 4.199903 1.727711  -0.949
N -2.186886 2.108078 3.056204  -1.063
H -2.127637 1.383900 2.348495  0.431
H -1.708798 1.821267 3.894731  0.399
H 1.215384 3.666843 2.868756  0.245
H 3.120267 2.911707 1.428835  0.222
H 2.636060 1.980323 -0.806850  0.220
H 0.324292 1.793554 -1.605561  0.226
H -2.464187 3.256541 0.130905  0.459
O -2.734369 -0.104244 -3.248832  -0.649
H -3.247462 0.686311 -2.930652  0.527
H -1.905809 -2.042948 -4.404279  0.236
H -0.547971 -4.096206 -4.744078  0.221
H 0.952878 -4.855243 -2.933375  0.219
H 1.090273 -3.658519 -0.845145  0.220
H -0.297751 -1.771812 1.851205  0.239
H 0.555007 -3.005935 0.912210  0.203

Atomic forces in eV per Å
C -0.2 0.1 0.2
H 0.1 -0.1 0.0
H 0.0 0.0 -0.2
H 0.1 0.1 0.0
C 0.0 -0.2 0.0
C -0.2 0.2 -0.2
H -0.1 0.0 0.2
H 0.1 0.0 0.1
H 0.1 -0.2 0.0
H 0.0 -0.1 0.0
C 0.3 0.2 0.5
N 0.0 0.2 0.2
C -0.3 -0.1 -0.7
C 0.1 -0.1 0.1
C -0.1 0.1 0.0
C 0.0 0.0 -0.1
C 0.0 0.0 0.1
C 0.1 -0.2 -0.1
C 0.0 0.4 0.5
C -0.3 0.0 -0.3
C -0.2 -0.2 -0.1
O 0.0 -0.2 0.1
C 0.3 -0.2 0.0
O -0.2 0.1 -0.1
N -0.6 0.3 0.0
C 0.7 0.1 -0.2
C -0.1 0.1 0.1
C 0.0 0.0 0.1
C 0.0 0.0 0.0
C 0.2 0.1 0.1
C -0.6 0.2 0.2
S -0.1 -0.4 0.4
O 0.2 -0.2 0.0
O 0.1 -0.1 -0.1
N 0.0 0.9 -0.1
H 0.0 -0.1 -0.3
H 0.2 0.0 0.2
H 0.1 0.0 0.1
H 0.1 0.0 0.0
H 0.1 0.0 -0.1
H 0.0 0.0 -0.1
H 0.0 -0.2 -0.4
O 0.1 -0.1 0.0
H 0.1 -0.2 0.1
H -0.1 0.0 -0.1
H 0.0 0.0 -0.1
H 0.1 -0.1 0.0
H 0.0 0.0 0.1
H 0.1 -0.2 -0.1
H 0.0 0.0 0.0

The energy above the lowest of the compared OMol25 structures with the same formula, charge and spin is 0.0 kcal/mol. Its total energy is -1713.47047 hartree. Its SMILES is CC(C)Cn1c(=O)c(C(=O)Nc2ccccc2S(N)(=O)=O)c(O)c2ccccc21. Its highest occupied orbital energy is -8.967 eV. The lowest unoccupied orbital energy comes out at -0.37 eV. The gap between HOMO and LUMO is 8.60 eV. As for the maximum force: 0.9 eV/A.

---

# C20H21N5O2V

A molecular structure, C20H21N5O2V (ωB97M-V/def2-TZVPD, the Open Molecules 2025 dataset).

Last column: natural (NBO) charge in e.
Geometry (Å):
V 0.052283 0.079952 0.438672  1.522
C -3.749639 -4.215286 -1.617916  0.168
C -3.940987 -3.485865 -0.413937  -0.219
C -3.044993 -2.529799 -0.071719  -0.072
C -1.892760 -2.292521 -0.933420  0.266
C -1.733689 -3.035974 -2.176332  -0.105
C -2.649481 -3.981310 -2.491615  -0.203
N -1.032854 -1.388333 -0.562777  -0.155
N 0.057829 -0.929526 -1.120545  -0.222
C 1.427450 -1.373544 -1.083464  0.300
C 2.164859 -2.277498 -1.790243  -0.203
C 3.532795 -2.299969 -1.481842  -0.040
C 4.064087 -1.445703 -0.521702  -0.191
C 3.230334 -0.563738 0.153498  0.113
N 1.924823 -0.544047 -0.149032  -0.502
H -4.481465 -4.969560 -1.895619  0.288
H -4.801889 -3.693172 0.208905  0.300
H -3.153851 -1.945129 0.833025  0.257
H -0.917439 -2.798258 -2.847061  0.260
H -2.570603 -4.545418 -3.412864  0.301
H 1.746231 -2.918648 -2.554038  0.281
H 4.186051 -2.981518 -2.014291  0.293
H 5.123500 -1.453585 -0.300025  0.297
H 3.595034 0.120615 0.908304  0.254
N 2.283000 5.021369 -1.750899  -0.803
C 1.058887 4.667536 -2.200395  0.637
O 0.609974 4.810696 -3.306704  -0.492
C 0.149252 3.889104 -1.253666  -0.102
C -1.187502 4.282755 -1.137584  0.017
C -2.096444 3.477349 -0.449989  -0.202
C -1.671764 2.258592 0.014128  0.056
N -0.379560 1.856360 -0.129459  -0.488
C 0.532393 2.680724 -0.726076  0.060
H 2.836182 5.571984 -2.398930  0.445
H 2.420708 5.258294 -0.779665  0.412
H -1.518792 5.209628 -1.593937  0.296
H -3.126401 3.779716 -0.315922  0.291
H -2.356841 1.580455 0.515534  0.229
H 1.552525 2.324300 -0.809613  0.243
C -0.642292 0.557175 4.507424  -0.753
C 0.277816 -0.053587 3.549604  0.785
C 1.429555 -0.842667 4.004792  -0.754
O 0.077463 0.127693 2.296270  -0.673
H -0.075393 1.119866 5.259399  0.326
H -1.122574 -0.246606 5.083182  0.324
H -1.395781 1.189265 4.046670  0.266
H 1.150293 -1.473431 4.852480  0.317
H 2.177548 -0.143867 4.406747  0.326
H 1.882130 -1.434862 3.212667  0.248

Atomic forces in eV per Å
V -0.1 0.4 -0.3
C 0.0 0.1 0.0
C 0.0 0.0 0.0
C 0.0 0.0 0.0
C 0.1 0.0 -0.1
C 0.0 -0.1 0.0
C 0.0 0.0 -0.1
N -0.1 0.0 0.4
N 0.0 -0.2 -0.4
C 0.5 -0.2 0.0
C -0.2 0.0 -0.1
C 0.1 0.0 0.0
C 0.0 0.0 0.0
C 0.1 -0.1 -0.1
N -0.2 0.1 0.1
H 0.0 0.0 0.0
H 0.0 0.0 0.0
H 0.0 0.0 0.0
H 0.0 0.0 0.0
H 0.0 0.0 0.0
H 0.0 0.0 0.0
H 0.0 0.0 0.0
H 0.0 0.0 0.0
H 0.0 0.0 0.0
N 0.0 0.1 -0.1
C 0.0 0.1 0.0
O 0.0 0.0 0.0
C 0.0 0.0 0.0
C -0.1 0.0 0.1
C 0.0 0.0 -0.1
C 0.0 0.0 0.1
N 0.0 0.1 0.1
C 0.0 -0.1 0.0
H 0.0 0.0 0.0
H 0.0 -0.1 0.0
H 0.1 0.0 0.0
H 0.0 0.0 0.0
H 0.0 0.0 0.0
H 0.0 0.0 0.0
C -0.1 0.1 0.0
C 0.1 0.0 0.1
C 0.0 -0.1 -0.1
O -0.1 -0.2 0.2
H 0.0 0.0 0.0
H 0.0 0.0 0.0
H 0.0 0.0 0.0
H 0.0 0.0 0.0
H 0.0 0.0 0.0
H 0.0 0.0 0.0

The energy above the lowest of the compared OMol25 structures with the same formula, charge and spin is 10.9 kcal/mol. Its total energy is -2141.35330 hartree. Its net charge is +4. Its highest occupied orbital energy (alpha / beta) is -19.828 / -19.834 eV. The spin multiplicity is 2. The lowest unoccupied orbital energy (alpha / beta) comes out at -15.68 / -15.73 eV. The gap between HOMO and LUMO (alpha / beta) is 4.15 / 4.11 eV. As for the maximum force: 0.6 eV/A.

---

# C20H22BCuF4IN2OSi

A molecular structure, C20H22BCuF4IN2OSi (ωB97M-V/def2-TZVPD, the Open Molecules 2025 dataset).

Last column: natural (NBO) charge in e.
Geometry (Å):
Cu -0.876130 0.319178 -0.684524  1.005
C -2.988662 2.744842 1.865907  -1.140
Si -1.784659 3.030862 0.475616  1.782
C -0.967664 4.711420 0.537530  -1.129
C -2.644442 2.849348 -1.160143  -1.148
N -0.549047 1.746100 0.533735  -0.942
C 0.308541 1.520395 1.551524  0.079
C 0.420641 2.341572 2.700165  -0.185
C 1.323889 2.069479 3.700326  -0.240
C 2.156046 0.953945 3.604496  -0.144
C 2.085956 0.111124 2.505575  -0.324
C 1.179077 0.387832 1.501171  0.407
O 1.015573 -0.391438 0.405150  -0.556
C 1.799080 -1.512327 0.152064  0.353
C 1.171496 -2.744730 0.192816  -0.275
C 1.899146 -3.864561 -0.187549  -0.193
C 3.222375 -3.740744 -0.590105  -0.227
C 3.828299 -2.491964 -0.616066  -0.187
C 3.114759 -1.360010 -0.248943  -0.297
H -3.860705 3.390205 1.738697  0.242
H -2.563251 2.946160 2.849217  0.235
H -3.334794 1.708956 1.852264  0.273
H -1.723417 5.488298 0.403805  0.243
H -0.248917 4.808952 -0.278460  0.242
H -0.443127 4.918638 1.468926  0.235
H -3.389321 3.638484 -1.280764  0.244
H -3.159499 1.890889 -1.234071  0.264
H -1.935661 2.931206 -1.987102  0.238
H -0.230525 3.198037 2.788828  0.215
H 1.380666 2.715095 4.565511  0.220
H 2.857796 0.732296 4.397320  0.216
H 2.715960 -0.764859 2.438551  0.235
H 0.137248 -2.799357 0.506756  0.267
H 1.425513 -4.837197 -0.168229  0.222
H 3.782859 -4.616897 -0.886514  0.219
H 4.856290 -2.393184 -0.937653  0.219
H 3.561016 -0.374552 -0.282029  0.230
I 3.114000 -1.759687 -4.367272  0.187
C 1.192878 -1.861424 -3.591270  -0.198
C 0.368647 -2.947349 -3.847400  -0.180
C -0.904216 -2.951182 -3.307223  -0.237
C -1.311403 -1.885447 -2.522945  0.069
N -0.511782 -0.842746 -2.274767  -0.547
C 0.717571 -0.831132 -2.801732  0.012
H 0.716371 -3.770878 -4.456344  0.234
H -1.580722 -3.776141 -3.476234  0.238
H -2.285729 -1.863690 -2.055416  0.252
H 1.332481 0.029418 -2.572985  0.218
F -2.926542 -0.348281 -0.369390  -0.607
B -2.904053 -1.390932 0.652842  1.347
F -1.577807 -1.390437 1.137512  -0.580
F -3.176469 -2.599265 0.024902  -0.561
F -3.805631 -1.072318 1.633923  -0.545

Atomic forces in eV per Å
Cu -0.1 0.1 -0.1
C 0.0 0.0 0.0
Si 0.1 -0.1 0.1
C 0.0 0.0 0.0
C 0.0 0.0 -0.1
N 0.0 0.0 0.1
C -0.1 0.1 0.0
C 0.0 0.0 0.1
C 0.0 0.0 0.0
C 0.0 0.0 0.0
C 0.0 0.0 0.0
C 0.0 -0.1 0.0
O 0.1 -0.1 -0.1
C -0.1 0.1 0.1
C 0.1 0.0 0.0
C 0.0 0.0 0.0
C 0.0 0.0 0.0
C 0.0 0.0 0.0
C 0.0 -0.1 0.0
H 0.0 0.0 0.0
H 0.0 0.0 0.0
H 0.0 0.0 0.0
H 0.0 0.0 0.0
H 0.0 0.0 0.0
H 0.0 0.0 0.0
H 0.0 0.0 0.0
H 0.0 0.0 0.0
H 0.0 0.0 0.0
H 0.0 0.0 0.0
H 0.0 0.0 0.0
H 0.0 0.0 0.0
H 0.0 0.0 0.0
H 0.0 0.0 0.0
H 0.0 0.0 0.0
H 0.0 0.0 0.0
H 0.0 0.0 0.0
H 0.0 0.0 0.0
I 0.1 0.0 0.0
C -0.1 0.0 0.0
C 0.0 0.0 0.0
C 0.0 0.0 0.0
C 0.0 0.0 0.0
N 0.1 -0.1 0.1
C 0.0 0.1 0.0
H 0.0 0.0 0.0
H 0.0 0.0 0.0
H 0.0 0.0 0.0
H 0.0 0.0 0.0
F -0.1 0.0 -0.1
B 0.0 0.0 -0.1
F 0.1 0.0 0.1
F 0.0 -0.1 0.0
F -0.1 0.0 0.1

Its total energy is -3612.35760 hartree. Its highest occupied orbital energy (alpha / beta) is -8.142 / -8.152 eV. The spin multiplicity is 2. The lowest unoccupied orbital energy (alpha / beta) comes out at 0.04 / -1.81 eV. The gap between HOMO and LUMO (alpha / beta) is 8.19 / 6.34 eV. As for the maximum force: 0.2 eV/A.

---

- Number 3 is which compound?
  C20H21N5O2V

---

- Among the records above, which one has the highest maximum force?
  C20H21N3O3

---

- Look up the maximum force of the third one.
  0.6 eV/A